Entry from the OMol25 dataset: a cluster of 10 separate species, C36H64N4O18 in total (ωB97M-V/def2-TZVPD).

Bonds (Å) are listed after each position.
CARTESIAN COORDINATES (ANGSTROEM)
1 C -17.148 2.438 14.059  C2 1.566, H8 1.106, H9 1.124, H10 1.103
2 C -15.726 3.073 14.220  C1 1.566, C3 1.510, O7 1.421, H11 1.075
3 C -15.127 3.575 12.928  C2 1.510, O4 1.421, H12 1.067, H13 1.160
4 O -14.721 4.898 13.250  C3 1.421, C5 1.335
5 C -15.302 5.274 14.392  O4 1.335, O6 1.232, O7 1.314
6 O -15.325 6.414 14.858  C5 1.232
7 O -15.926 4.268 14.963  C2 1.421, C5 1.314
8 H -17.534 2.084 15.033  C1 1.106
9 H -17.183 1.594 13.318  C1 1.124
10 H -17.867 3.148 13.616  C1 1.103
11 H -15.130 2.315 14.695  C2 1.075
12 H -15.863 3.666 12.161  C3 1.067
13 H -14.347 2.776 12.612  C3 1.160
14 C -16.155 7.951 5.355  C15 1.603, H21 1.129, H22 1.133, H23 1.036
15 C -16.563 6.861 4.252  C14 1.603, C16 1.541, O20 1.464, H24 1.060
16 C -15.464 5.876 3.809  C15 1.541, O17 1.396, H25 1.144, H26 1.093
17 O -15.578 4.771 4.655  C16 1.396, C18 1.353
18 C -16.827 4.788 5.174  O17 1.353, O19 1.234, O20 1.357
19 O -17.327 3.815 5.745  C18 1.234
20 O -17.498 5.934 4.893  C15 1.464, C18 1.357
21 H -15.138 8.392 5.141  C14 1.129
22 H -15.943 7.656 6.428  C14 1.133
23 H -16.915 8.645 5.477  C14 1.036
24 H -16.986 7.307 3.389  C15 1.060
25 H -14.355 6.041 4.037  C16 1.144
26 H -15.577 5.426 2.819  C16 1.093
27 C -14.860 -0.110 7.344  O28 1.410, H33 1.107, H34 1.119, H35 1.034
28 O -15.063 0.609 6.148  C27 1.410, C29 1.228
29 C -14.876 0.072 5.060  O28 1.228, O30 1.383, O31 1.343
30 O -15.008 -1.258 4.704  C29 1.383
31 O -14.769 0.982 4.078  C29 1.343, C32 1.370
32 C -14.452 0.600 2.801  O31 1.370, H36 1.024, H37 1.098, H38 1.067
33 H -15.214 -1.150 7.478  C27 1.107
34 H -15.241 0.507 8.196  C27 1.119
35 H -13.833 -0.200 7.424  C27 1.034
36 H -13.687 -0.066 2.939  C32 1.024
37 H -14.166 1.403 2.109  C32 1.098
38 H -15.329 0.124 2.422  C32 1.067
39 C -18.648 7.343 8.092  O40 1.505, H45 1.031, H46 1.066, H47 1.127
40 O -18.607 8.065 9.412  C39 1.505, C41 1.273
41 C -18.102 9.233 9.389  O40 1.273, O42 1.417, O43 1.281
42 O -17.299 9.647 8.297  C41 1.417
43 O -18.035 9.800 10.536  C41 1.281, C44 1.372
44 C -17.209 10.883 10.705  O43 1.372, H48 1.080, H49 1.142, H50 1.059
45 H -19.165 6.465 8.252  C39 1.031
46 H -17.728 7.045 7.644  C39 1.066
47 H -19.292 7.840 7.312  C39 1.127
48 H -17.412 11.620 9.942  C44 1.080
49 H -16.112 10.592 10.577  C44 1.142
50 H -17.302 11.362 11.645  C44 1.059
51 C -12.504 3.288 4.906  O52 1.422, H57 1.088, H58 1.091, H59 1.026
52 O -11.356 4.127 4.923  C51 1.422, C53 1.285
53 C -11.225 5.174 5.657  O52 1.285, O54 1.355, O55 1.360
54 O -12.253 5.508 6.474  C53 1.355
55 O -10.046 5.852 5.638  C53 1.360, C56 1.425
56 C -9.842 6.861 6.624  O55 1.425, H60 1.080, H61 1.082, H62 1.073
57 H -12.202 2.284 5.196  C51 1.088
58 H -12.679 3.115 3.843  C51 1.091
59 H -13.347 3.682 5.338  C51 1.026
60 H -8.855 7.266 6.453  C56 1.080
61 H -9.905 6.391 7.597  C56 1.082
62 H -10.618 7.594 6.512  C56 1.073
63 C -17.907 5.470 11.525  O64 1.413, H69 1.021, H70 1.128, H71 1.090
64 O -17.571 4.594 10.469  C63 1.413, C65 1.329
65 C -16.524 4.927 9.722  O64 1.329, O66 1.428, O67 1.397
66 O -15.768 6.138 9.737  C65 1.428
67 O -16.298 3.884 8.821  C65 1.397, C68 1.381
68 C -15.104 3.831 8.129  O67 1.381, H72 1.060, H73 1.087, H74 1.087
69 H -18.392 6.325 11.248  C63 1.021
70 H -16.906 5.732 11.975  C63 1.128
71 H -18.687 4.954 12.085  C63 1.090
72 H -14.560 4.735 8.226  C68 1.060
73 H -15.238 3.565 7.084  C68 1.087
74 H -14.387 3.137 8.559  C68 1.087
75 C -12.772 5.210 10.204  C76 1.580, H80 1.044, H81 1.080, H82 1.132
76 C -11.384 5.263 10.956  C75 1.580, C77 1.555, H83 1.072, H84 1.113
77 C -11.518 5.509 12.486  C76 1.555, C78 1.492, H85 1.087, H86 1.108
78 C -10.293 5.988 13.190  C77 1.492, N79 1.158
79 N -9.447 6.465 13.820  C78 1.158
80 H -12.544 5.254 9.186  C75 1.044
81 H -13.442 6.015 10.467  C75 1.080
82 H -13.397 4.309 10.487  C75 1.132
83 H -10.842 6.096 10.555  C76 1.072
84 H -10.789 4.343 10.759  C76 1.113
85 H -11.822 4.552 12.902  C77 1.087
86 H -12.242 6.323 12.687  C77 1.108
87 C -10.751 1.165 11.182  C88 1.515, H92 1.039, H93 1.120, H94 1.134
88 C -11.664 0.730 10.054  C87 1.515, C89 1.551, H95 1.048, H96 1.091
89 C -13.039 0.197 10.536  C88 1.551, C90 1.416, H97 1.089, H98 1.079
90 C -14.233 0.957 10.490  C89 1.416, N91 1.148
91 N -15.201 1.573 10.455  C90 1.148
92 H -11.123 2.010 11.658  C87 1.039
93 H -9.722 1.411 10.815  C87 1.120
94 H -10.510 0.305 11.881  C87 1.134
95 H -11.243 0.116 9.316  C88 1.048
96 H -11.833 1.650 9.492  C88 1.091
97 H -12.902 -0.198 11.542  C89 1.089
98 H -13.279 -0.698 9.984  C89 1.079
99 C -13.231 10.021 10.047  C100 1.556, H104 1.167, H105 1.078, H106 1.039
100 C -14.010 8.794 9.490  C99 1.556, C101 1.467, H107 1.111, H108 1.110
101 C -13.272 7.996 8.505  C100 1.467, C102 1.444, H109 1.049, H110 1.046
102 C -13.115 8.698 7.253  C101 1.444, N103 1.179
103 N -12.981 9.244 6.217  C102 1.179
104 H -14.004 10.767 10.504  C99 1.167
105 H -12.764 10.640 9.298  C99 1.078
106 H -12.455 9.696 10.657  C99 1.039
107 H -14.958 9.248 9.130  C100 1.111
108 H -14.209 8.169 10.386  C100 1.110
109 H -13.696 7.100 8.161  C101 1.049
110 H -12.297 7.874 8.864  C101 1.046
111 C -18.143 0.450 7.001  C112 1.513, H116 1.100, H117 1.065, H118 1.154
112 C -18.308 0.073 8.457  C111 1.513, C113 1.483, H119 1.091, H120 1.031
113 C -18.683 1.238 9.295  C112 1.483, C114 1.453, H121 1.060, H122 1.093
114 C -18.994 0.788 10.641  C113 1.453, N115 1.161
115 N -19.217 0.411 11.716  C114 1.161
116 H -19.123 0.618 6.530  C111 1.100
117 H -17.679 -0.378 6.519  C111 1.065
118 H -17.448 1.365 6.892  C111 1.154
119 H -17.446 -0.397 8.933  C112 1.091
120 H -19.151 -0.520 8.489  C112 1.031
121 H -19.419 1.810 8.791  C113 1.060
122 H -17.755 1.809 9.376  C113 1.093

Calculated values
net charge	0
gap between HOMO and LUMO	9.92	eV
SMILES	C[C@H]1COC(=O)O1.C[C@H]1COC(=O)O1.COC(=O)OC.COC(=O)OC.COC(=O)OC.COC(=O)OC.CCCC#N.CCCC#N.CCCC#N.CCCC#N

***

Entry from the OMol25 dataset: a cluster of 10 separate species, C36H67N4O20 in total (ωB97M-V/def2-TZVPD).

Bonds (Å) are listed after each position.
CARTESIAN COORDINATES (ANGSTROEM)
1 C -37.912 -7.293 -3.216  C2 1.539, H10 1.090, H11 1.090, H12 1.090
2 C -36.469 -6.822 -2.964  C1 1.539, C3 1.508, N6 1.568, H13 1.090
3 C -35.391 -7.690 -3.561  C2 1.508, O4 1.437, H14 1.090, H15 1.090
4 O -35.225 -7.443 -4.967  C3 1.437, C5 1.439
5 C -33.877 -7.694 -5.404  O4 1.439, H16 1.090, H17 1.090, H18 1.090
6 N -36.383 -5.333 -3.450  C2 1.568, H7 1.010, H8 1.010, H9 1.010
7 H -36.527 -5.291 -4.449  N6 1.010
8 H -37.065 -4.665 -3.120  N6 1.010
9 H -35.547 -4.818 -3.216  N6 1.010
10 H -38.307 -7.124 -4.218  C1 1.090
11 H -38.434 -6.811 -2.389  C1 1.090
12 H -37.977 -8.361 -3.005  C1 1.090
13 H -36.409 -6.804 -1.876  C2 1.090
14 H -35.640 -8.733 -3.363  C3 1.090
15 H -34.467 -7.522 -3.007  C3 1.090
16 H -33.629 -8.755 -5.437  C5 1.090
17 H -33.121 -7.206 -4.788  C5 1.090
18 H -33.704 -7.241 -6.380  C5 1.090
19 O -38.467 -5.767 -6.395  C20 1.308, H23 0.960
20 C -39.241 -4.808 -5.957  O19 1.308, O21 1.201, O22 1.222
21 O -40.147 -4.450 -6.660  C20 1.201
22 O -39.224 -4.402 -4.805  C20 1.222
23 H -39.082 -5.978 -7.101  O19 0.960
24 C -35.931 -0.747 -1.854  C25 1.477, H27 1.090, H28 1.090, H29 1.090
25 C -36.502 -1.733 -2.794  C24 1.477, O26 1.423, H30 1.090, H31 1.090
26 O -37.562 -2.633 -2.493  C25 1.423
27 H -36.751 -0.246 -1.341  C24 1.090
28 H -35.215 -0.022 -2.242  C24 1.090
29 H -35.406 -1.393 -1.149  C24 1.090
30 H -35.638 -2.350 -3.038  C25 1.090
31 H -36.842 -1.218 -3.693  C25 1.090
32 C -31.518 -8.617 -2.660  O33 1.421, H38 1.090, H39 1.090, H40 1.090
33 O -30.417 -7.752 -2.414  C32 1.421, C34 1.422
34 C -29.801 -7.208 -3.575  O33 1.422, C35 1.558, H41 1.090, H42 1.090
35 C -28.485 -6.443 -3.245  C34 1.558, O36 1.414, H43 1.090, H44 1.090
36 O -27.863 -7.160 -2.197  C35 1.414, C37 1.378
37 C -26.540 -6.813 -2.022  O36 1.378, H45 1.090, H46 1.090, H47 1.090
38 H -31.760 -9.122 -1.725  C32 1.090
39 H -31.321 -9.348 -3.445  C32 1.090
40 H -32.315 -7.937 -2.959  C32 1.090
41 H -30.475 -6.523 -4.090  C34 1.090
42 H -29.613 -8.049 -4.242  C34 1.090
43 H -28.689 -5.398 -3.011  C35 1.090
44 H -27.842 -6.281 -4.109  C35 1.090
45 H -26.280 -7.478 -1.199  C37 1.090
46 H -26.390 -5.776 -1.721  C37 1.090
47 H -25.968 -7.057 -2.917  C37 1.090
48 C -33.229 -3.714 -4.915  O49 1.410, H54 1.090, H55 1.090, H56 1.090
49 O -33.870 -4.165 -3.742  C48 1.410, C50 1.455
50 C -33.125 -4.004 -2.503  O49 1.455, C51 1.576, H57 1.090, H58 1.090
51 C -33.790 -4.434 -1.140  C50 1.576, O52 1.443, H59 1.090, H60 1.090
52 O -34.130 -5.830 -1.270  C51 1.443, C53 1.392
53 C -33.277 -6.702 -0.600  O52 1.392, H61 1.090, H62 1.090, H63 1.090
54 H -32.186 -4.031 -4.926  C48 1.090
55 H -33.250 -2.625 -4.877  C48 1.090
56 H -33.731 -4.174 -5.767  C48 1.090
57 H -32.891 -2.940 -2.511  C50 1.090
58 H -32.252 -4.651 -2.592  C50 1.090
59 H -34.695 -3.828 -1.087  C51 1.090
60 H -33.205 -4.203 -0.249  C51 1.090
61 H -33.545 -7.730 -0.845  C53 1.090
62 H -33.199 -6.458 0.459  C53 1.090
63 H -32.275 -6.500 -0.977  C53 1.090
64 C -33.916 -11.978 -3.692  O65 1.283, N66 1.419, H69 1.101
65 O -34.054 -10.992 -2.882  C64 1.283
66 N -34.885 -12.316 -4.672  C64 1.419, C67 1.472, C68 1.466
67 C -34.557 -13.335 -5.682  N66 1.472, H70 1.090, H71 1.090, H72 1.090
68 C -36.011 -11.437 -5.000  N66 1.466, H73 1.090, H74 1.090, H75 1.090
69 H -33.149 -12.754 -3.545  C64 1.101
70 H -33.695 -13.972 -5.486  C67 1.090
71 H -34.231 -12.808 -6.579  C67 1.090
72 H -35.451 -13.940 -5.836  C67 1.090
73 H -36.916 -12.040 -4.932  C68 1.090
74 H -36.175 -10.578 -4.351  C68 1.090
75 H -36.033 -11.260 -6.076  C68 1.090
76 C -31.349 -8.537 -7.704  O77 1.246, N78 1.337, H81 1.101
77 O -30.998 -8.051 -6.611  C76 1.246
78 N -31.467 -9.839 -7.984  C76 1.337, C79 1.489, C80 1.522
79 C -31.425 -10.347 -9.383  N78 1.489, H82 1.090, H83 1.090, H84 1.090
80 C -31.464 -10.856 -6.851  N78 1.522, H85 1.090, H86 1.090, H87 1.090
81 H -31.494 -8.006 -8.657  C76 1.101
82 H -31.178 -9.525 -10.055  C79 1.090
83 H -32.340 -10.851 -9.693  C79 1.090
84 H -30.622 -11.053 -9.594  C79 1.090
85 H -30.533 -11.415 -6.939  C80 1.090
86 H -31.433 -10.450 -5.840  C80 1.090
87 H -32.211 -11.649 -6.887  C80 1.090
88 C -41.692 -8.528 -3.933  O89 1.233, N90 1.358, H93 1.101
89 O -40.700 -8.518 -4.665  C88 1.233
90 N -42.204 -7.509 -3.195  C88 1.358, C91 1.465, C92 1.480
91 C -43.135 -7.742 -2.088  N90 1.465, H94 1.090, H95 1.090, H96 1.090
92 C -41.618 -6.150 -3.198  N90 1.480, H97 1.090, H98 1.090, H99 1.090
93 H -42.158 -9.483 -3.644  C88 1.101
94 H -43.864 -6.944 -1.947  C91 1.090
95 H -42.709 -7.704 -1.085  C91 1.090
96 H -43.636 -8.700 -2.226  C91 1.090
97 H -40.669 -6.232 -3.726  C92 1.090
98 H -42.228 -5.537 -3.862  C92 1.090
99 H -41.474 -5.673 -2.229  C92 1.090
100 C -38.404 -5.962 1.223  C101 1.362, C106 1.537, H110 1.080
101 C -38.614 -5.060 0.224  C100 1.362, C102 1.487, O109 1.360
102 C -39.886 -4.354 -0.085  C101 1.487, O103 1.237, C104 1.464
103 O -40.175 -3.624 -1.041  C102 1.237
104 C -40.943 -4.768 0.839  C102 1.464, C105 1.360, H111 1.080
105 C -40.811 -5.655 1.861  C104 1.360, C106 1.511, O108 1.344
106 C -39.521 -6.366 2.199  C100 1.537, C105 1.511, O107 1.215
107 O -39.340 -7.104 3.147  C106 1.215
108 O -41.844 -5.852 2.697  C105 1.344, H112 0.960
109 O -37.548 -4.670 -0.524  C101 1.360, H113 0.960
110 H -37.474 -6.470 1.430  C100 1.080
111 H -41.941 -4.380 0.699  C104 1.080
112 H -42.380 -5.103 2.968  O108 0.960
113 H -37.665 -3.871 -1.044  O109 0.960
114 C -38.391 -12.135 -1.056  C115 1.315, C120 1.468, H124 1.080
115 C -39.361 -11.273 -0.848  C114 1.315, C116 1.454, O123 1.355
116 C -39.143 -9.848 -0.659  C115 1.454, O117 1.260, C118 1.413
117 O -40.025 -8.951 -0.722  C116 1.260
118 C -37.789 -9.464 -0.530  C116 1.413, C119 1.397, H125 1.080
119 C -36.739 -10.356 -0.761  C118 1.397, C120 1.478, O122 1.368
120 C -36.965 -11.785 -1.066  C114 1.468, C119 1.478, O121 1.225
121 O -36.183 -12.699 -1.298  C120 1.225
122 O -35.437 -9.938 -0.800  C119 1.368, H126 0.960
123 O -40.608 -11.800 -0.891  C115 1.355, H127 0.960
124 H -38.566 -13.186 -1.233  C114 1.080
125 H -37.642 -8.417 -0.309  C118 1.080
126 H -35.008 -10.572 -1.379  O122 0.960
127 H -41.221 -11.148 -0.543  O123 0.960

Calculated values
spin multiplicity	2
net charge	0
gap between HOMO and LUMO (alpha / beta)	4.63 / 3.87	eV
<S²>	0.76